This record from the Open Molecules 2025 dataset describes C43H60FN8O4PRbSe2Si as an isolated structure. The level of theory is ωB97M-V/def2-TZVPD.

Output
LUMO = 1.8 eV
Relative energy (zero: lowest compared OMol25 entry of this formula, charge and spin) = 50.86 kJ/mol
Net charge = -1
HOMO-LUMO gap = 5.298 eV
HOMO energy = -3.50 eV
Electronic energy = -216910.7799 eV

Last column: Mulliken charge in e.
CARTESIAN COORDINATES (ANGSTROEM)
Rb: -0.55010 0.97695 1.23778  0.6771
C: -2.66036 -0.98867 -5.63373  -0.7064
O: -3.21058 0.30253 -5.52220  -0.5010
C: -2.99637 0.96810 -4.34187  1.2774
C: -3.58999 2.23780 -4.26028  -1.1480
C: -3.41926 2.95601 -3.09749  -0.3523
C: -2.65580 2.49130 -2.02273  0.1550
C: -2.42944 3.32762 -0.83380  0.2802
C: -3.56536 4.18544 -0.31023  -1.3016
O: -1.37605 3.31857 -0.21459  -0.1966
C: -2.06988 1.17702 -2.08083  -0.9878
O: -1.44546 0.65614 -1.11187  0.5276
C: -2.26675 0.44744 -3.30025  0.0101
H: -2.93660 -1.35514 -6.62028  0.2955
H: -3.06083 -1.66166 -4.86988  0.2925
H: -1.56908 -0.96872 -5.54617  0.2432
H: -4.16176 2.61685 -5.09565  0.4175
H: -3.87272 3.93894 -3.03410  0.2300
H: -4.15977 4.64422 -1.09880  0.4473
H: -3.16603 4.94440 0.36076  0.2613
H: -4.23352 3.53103 0.25714  0.2008
H: -1.84344 -0.54775 -3.32924  0.2026
Se: 0.27838 5.38139 3.60828  -0.0963
Se: 0.49110 5.67172 1.32607  -0.0207
C: 1.96443 4.49261 0.91578  0.1938
C: 2.93955 5.01643 0.06791  -0.6205
C: 4.01746 4.21805 -0.27078  -0.4928
C: 4.10347 2.94705 0.27612  -0.5794
C: 3.08070 2.51965 1.11068  -0.5638
N: 2.01373 3.26433 1.40283  0.1150
C: -1.43810 4.49639 3.73914  -0.1340
C: -2.38756 5.11767 4.54195  -0.5054
C: -3.59137 4.46051 4.75133  -0.5592
C: -3.79964 3.24006 4.13504  -0.8416
C: -2.79351 2.71959 3.33042  0.3182
N: -1.62219 3.33240 3.14462  0.3506
H: 2.85670 6.03280 -0.29243  0.4006
H: 4.78949 4.59367 -0.93128  0.4106
H: 4.94107 2.29481 0.06344  0.4621
H: 3.08998 1.53015 1.54788  0.7616
H: -2.18577 6.08458 4.98158  0.4347
H: -4.35094 4.90093 5.38575  0.4077
H: -4.71099 2.67439 4.27732  0.4293
H: -2.92762 1.74311 2.86487  0.1542
C: -4.39566 -0.50286 0.21845  -0.5137
Si: -4.60859 -0.89254 2.03654  -0.1490
C: -4.99016 -2.74258 2.16566  -1.0826
C: -6.19824 0.00190 2.57112  -1.0749
N: -3.22686 -0.40078 2.87657  0.3822
C: -3.02715 -0.51046 4.19925  0.5392
C: -3.92999 -1.02861 5.17274  -0.4452
C: -3.64218 -1.07934 6.52827  -0.9320
C: -2.43380 -0.61538 7.03119  -0.4220
C: -1.50828 -0.09869 6.12421  -0.9224
C: -1.81350 -0.06469 4.78927  0.2412
F: -0.87363 0.44554 3.94237  0.0756
H: -5.21459 -0.91565 -0.37869  0.4543
H: -3.45390 -0.90231 -0.16460  -0.0691
H: -4.37033 0.57695 0.04274  -0.0275
H: -5.86092 -3.00007 1.55411  0.3164
H: -5.19873 -3.04497 3.19511  0.2655
H: -4.14100 -3.33506 1.81503  0.2761
H: -7.04839 -0.30858 1.95514  0.3707
H: -6.08632 1.08501 2.46022  0.2405
H: -6.44972 -0.19843 3.61562  0.3243
H: -4.88639 -1.40210 4.82604  0.1493
H: -4.38248 -1.49173 7.20615  0.3635
H: -2.20962 -0.65333 8.08905  0.3627
H: -0.54394 0.27893 6.44389  0.3950
O: 2.17743 -0.38807 1.23834  -0.3863
N: 1.25541 -1.23317 1.27682  -0.7594
N: 1.21499 -2.09615 0.31398  -0.2643
P: 2.48150 -2.00078 -0.78172  -1.1584
N: 4.00769 -2.24341 -0.18930  0.9216
C: 4.82861 -1.08209 0.22153  0.1670
C: 5.44927 -1.31045 1.58865  -1.0805
C: 6.33396 -2.55627 1.57911  -0.7188
C: 5.61973 -3.74386 0.89791  -0.8909
C: 4.14954 -3.44579 0.65226  -0.8196
N: 2.16804 -3.35198 -1.69040  0.5010
C: 0.77827 -3.82233 -1.90167  -0.8735
C: 0.46957 -3.90183 -3.38909  -0.3163
C: 1.37175 -4.92937 -4.08630  -0.7440
C: 2.74157 -5.00358 -3.39423  -1.1055
C: 3.10093 -3.65998 -2.77972  -0.3617
N: 2.55983 -0.64039 -1.68907  2.1817
C: 1.28024 0.02372 -2.00350  -0.3241
C: 1.54332 1.45997 -2.41025  0.8601
C: 2.35063 1.50645 -3.71704  -0.8932
C: 3.22302 0.25035 -3.87351  -1.0572
C: 3.70571 -0.24273 -2.51628  -0.6701
H: 4.19794 -0.19455 0.24425  -0.1874
H: 5.62252 -0.92315 -0.51709  0.2248
H: 4.65372 -1.39111 2.33218  0.3060
H: 6.03944 -0.43093 1.85520  0.5194
H: 6.62483 -2.81461 2.59853  0.3868
H: 7.25809 -2.32699 1.04235  0.2707
H: 5.68934 -4.64215 1.51384  0.4220
H: 6.09371 -3.97922 -0.05805  0.2954
H: 3.62231 -3.31385 1.60370  0.3704
H: 3.66970 -4.27501 0.13307  0.5231
H: 0.09107 -3.14968 -1.39934  0.6229
H: 0.65160 -4.80523 -1.43541  0.3005
H: 0.60977 -2.90837 -3.82609  -0.0106
H: -0.58360 -4.15240 -3.52515  0.5158
H: 1.49698 -4.66161 -5.13804  0.3335
H: 0.89891 -5.91372 -4.06884  0.3516
H: 3.51829 -5.30585 -4.09870  0.4211
H: 2.72619 -5.75068 -2.59665  0.3235
H: 3.07033 -2.88810 -3.56380  -0.0799
H: 4.11555 -3.67005 -2.37786  0.4990
H: 0.61208 -0.01187 -1.15343  -0.2404
H: 0.75767 -0.50366 -2.81311  -0.3335
H: 2.09096 1.94872 -1.59893  -0.8437
H: 0.58994 1.97981 -2.50653  0.0474
H: 2.98146 2.39906 -3.73208  0.3156
H: 1.67395 1.58559 -4.57058  0.3797
H: 4.08463 0.44991 -4.51438  0.5170
H: 2.65223 -0.55059 -4.35295  0.1864
H: 4.26149 0.56461 -2.02214  0.2307
H: 4.39295 -1.08338 -2.62416  0.6575